Entry from the Open Molecules 2025 dataset: a cluster of 2 separate species, C4H12I2N2 in total in a non-equilibrium geometry (ωB97M-V with the def2-TZVPD basis set).

Properties
Highest occupied orbital energy (alpha / beta) = -0.5200 / -0.5687 Ha
Max |F| = 0.0858 Eh/bohr
2S+1 = 3
Kohn-Sham gap (alpha / beta) = 0.278 / 0.232 Ha
LUMO (alpha / beta) = -0.242 / -0.337 hartree
Total charge = +2

Cartesian coordinates (Å):
C  0.29  0.91  0.87
C  0.14  -0.28  1.95
C  1.27  0.80  -0.11
C  -0.50  -0.78  -2.09
N  -0.36  0.23  3.24
N  -0.37  -0.66  -3.54
I  2.67  2.25  -1.03
I  -2.37  -0.36  -1.34
H  -0.71  0.86  0.38
H  0.38  1.87  1.39
H  1.12  -0.65  2.10
H  -0.46  -1.07  1.47
H  1.70  -0.14  -0.33
H  -0.26  -1.76  -1.85
H  -1.35  0.51  3.14
H  0.26  0.87  3.68
H  -0.32  -0.61  3.72
H  -1.17  -1.06  -3.99
H  -0.33  0.31  -3.72
H  0.37  -1.23  -3.93